Record 1
C23H19N5V | ωB97M-V with the def2-TZVPD basis set

```
! wB97M-V def2-TZVPD RIJCOSX def2/J DEFGRID3
* xyz 2 4
H -1.093 -3.220 2.729
H 5.644 1.609 0.764
V 0.077 0.251 -0.372
C -2.712 -1.484 -1.567
H -3.629 -1.788 -2.110
C 4.610 1.472 0.328
C -0.348 -4.271 1.029
H -0.294 -0.956 1.782
C -1.305 3.889 1.132
N -2.039 0.649 -0.623
C 1.135 2.739 0.449
H -0.202 5.510 1.875
C 2.890 -1.213 -1.784
C -2.310 1.740 0.189
C 3.546 2.313 0.515
C 0.333 -4.133 -0.224
C -4.420 0.103 -0.573
C -0.062 4.535 1.409
N 2.043 0.757 -0.611
C -4.669 1.217 0.206
C 0.328 -2.885 -0.791
H 2.621 -2.144 -1.185
C 3.125 -0.008 -0.934
C -3.603 1.947 0.705
H -2.266 4.299 1.477
H -5.204 -0.666 -0.626
H 3.783 -1.402 -2.439
N 0.137 -1.767 -0.067
H -1.987 -1.282 -2.332
C 1.145 3.961 1.140
H -3.720 2.679 1.472
C 2.261 1.904 0.108
C -0.330 -1.889 1.217
C 4.388 0.321 -0.445
H -2.405 -2.404 -0.912
C 0.964 -5.265 -0.879
H 5.204 -0.463 -0.477
C -0.646 -3.115 1.749
C -1.218 2.626 0.526
H 0.372 -2.775 -1.875
H 2.007 -0.958 -2.385
N 1.450 -6.282 -1.219
H -0.603 -5.288 1.345
N -0.036 2.103 0.102
H -5.667 1.567 0.519
H 3.653 3.236 1.113
H 2.081 4.455 1.403
C -3.028 -0.222 -0.854
*
```

Calculated values
E_HOMO (alpha / beta) (eV): -14.5178 / -14.8974
Lowest unoccupied orbital energy (alpha / beta) (eV): -6.947 / -7.208
HOMO-LUMO gap (alpha / beta) (Ha): 0.2782 / 0.2826



Record 2
H4O2 | ωB97M-V with the def2-TZVPD basis set

```
! wB97M-V def2-TZVPD RIJCOSX def2/J DEFGRID3
* xyz 0 1
H 1.409 1.238 1.139
O -0.521 -0.563 -1.137
H 0.660 -0.091 1.261
O 0.581 0.812 0.885
H -0.953 -1.384 -1.455
H -1.175 -0.013 -0.692
*
```

Calculated values
E_HOMO (eV): -11.0741
Lowest unoccupied orbital energy (eV): 1.002
Energy relative to the best compared isomer or geometry (same formula, charge and spin) (kJ/mol): 25.72
HOMO-LUMO gap (Ha): 0.4438
SMILES: O.O



Record 3
C19H32IN4O3Si2Tc | ωB97M-V with the def2-TZVPD basis set

```
! wB97M-V def2-TZVPD RIJCOSX def2/J DEFGRID3
* xyz 1 2
H 2.269 -5.163 0.458
C -1.247 2.678 0.430
H -3.821 -0.652 -1.038
N 1.967 -4.218 0.288
H 1.069 -0.214 -5.641
Si -1.751 -0.292 0.320
H 1.074 -2.108 2.725
H -4.206 1.046 0.307
C 0.099 -1.299 -4.055
C -3.501 1.869 0.323
N 0.640 -1.226 2.474
H 0.950 4.793 1.803
H -3.487 5.249 0.307
H -5.067 3.327 0.241
H -2.351 -0.438 2.790
O 0.161 -2.872 -0.146
N 0.734 -0.740 -1.815
H 2.223 -0.434 3.685
H -1.081 4.827 0.445
C -0.056 -5.155 -0.580
C 1.512 3.232 -0.998
I -1.095 -5.017 2.167
O 1.085 1.036 0.955
H -1.024 -5.015 -1.032
H 1.341 4.302 -1.144
C 0.666 -4.072 -0.149
C 1.627 0.121 -2.332
H 2.280 -3.552 0.973
H 2.241 3.667 2.189
H 2.527 1.040 -4.032
C 1.787 0.332 -3.685
H 3.605 -1.387 1.196
H 3.635 -0.476 -0.145
N 3.160 -1.259 0.292
H 0.657 3.488 2.942
H -2.437 -0.449 -2.104
H -0.300 -1.273 2.855
H -0.529 -1.893 -4.703
H 0.373 -6.145 -0.578
H -2.248 -2.055 2.044
C -2.561 -1.019 1.886
C 0.005 -1.457 -2.688
H -0.667 -2.180 -2.254
C 1.399 -0.104 3.057
H -3.648 -1.035 1.774
H 0.751 0.524 3.674
Tc 0.600 -0.999 0.239
H -2.701 -1.988 -1.262
H 1.149 2.729 -1.894
C 1.964 0.812 1.982
C -2.767 -0.901 -1.168
H 2.593 3.089 -0.926
C -3.999 3.160 0.294
H 3.365 -2.083 -0.269
O 3.042 1.320 2.039
Si 0.615 2.695 0.559
C -3.120 4.231 0.329
C -1.764 3.983 0.405
C -2.131 1.588 0.375
C 0.994 -0.376 -4.575
H 2.230 0.667 -1.618
C 1.169 3.744 2.011
*
```

Calculated values
E_HOMO (alpha / beta) (eV): -10.1048 / -10.7556
Lowest unoccupied orbital energy (alpha / beta) (eV): -4.028 / -4.279
Energy relative to the best compared isomer or geometry (same formula, charge and spin) (kJ/mol): 0.00
HOMO-LUMO gap (alpha / beta) (Ha): 0.2233 / 0.2380



Record 4
C6H14N4S2 | ωB97M-V with the def2-TZVPD basis set

```
! wB97M-V def2-TZVPD RIJCOSX def2/J DEFGRID3
* xyz 0 1
C 0.417 1.522 0.150
C 2.636 -1.001 0.096
N 3.670 -1.767 0.625
H -0.855 2.755 -1.066
H 4.393 -1.261 1.164
C -0.885 1.760 -0.611
C -2.132 1.693 0.276
H -4.035 -1.990 -1.274
N -3.874 -1.470 -0.438
H 1.900 2.346 -1.240
H 0.602 2.311 0.857
N -1.634 -1.460 -0.995
C -2.576 -1.033 -0.258
H 3.402 -2.669 0.988
H 0.335 0.579 0.748
H -2.100 2.434 1.064
H -4.645 -0.823 -0.150
H -3.022 1.952 -0.294
S 3.090 0.710 -0.021
H 1.421 -2.431 -0.209
N 1.522 -1.423 -0.336
C 1.594 1.376 -0.807
H 1.328 0.678 -1.626
H -0.996 1.032 -1.428
H -0.711 -1.140 -0.655
S -2.411 0.112 1.149
*
```

Calculated values
E_HOMO (eV): -8.7822
Lowest unoccupied orbital energy (eV): 0.692
Energy relative to the best compared isomer or geometry (same formula, charge and spin) (kJ/mol): 0.00
HOMO-LUMO gap (Ha): 0.3482
SMILES: [H]/N=C(/N)SCCCCS/C(N)=N/[H]



Record 5
C27H43Br2IN2PtS2Si | ωB97M-V with the def2-TZVPD basis set

```
! wB97M-V def2-TZVPD RIJCOSX def2/J DEFGRID3
* xyz 4 1
H -0.570 2.557 -3.225
C 5.413 3.075 0.759
N 0.565 2.232 5.020
C 0.628 -0.413 -4.505
H -0.935 -3.882 -2.597
H -4.565 1.030 -0.771
C -2.880 2.835 5.985
C -2.030 4.742 4.671
N 2.412 -4.429 5.047
C -3.768 0.354 -1.089
C -0.511 0.535 -4.107
H -0.395 -2.451 -1.727
H -4.710 -0.552 -3.600
H 0.970 2.078 -3.916
H 0.296 -1.268 -5.090
S 3.265 -3.887 2.708
H 4.916 -5.219 3.828
C -0.746 -2.811 -2.700
H -4.174 -2.298 -2.523
H 4.516 2.845 2.692
H -3.976 2.793 -2.186
H 0.054 -2.690 -3.424
H 1.344 2.812 4.729
H -1.615 -2.108 -5.320
Si -1.905 -0.269 -3.145
H -1.988 1.777 -5.209
H -4.179 0.858 -4.533
H 6.356 2.984 -1.165
H 1.955 -4.316 5.946
C 5.915 1.027 -0.433
H 0.482 1.427 -2.357
C -1.697 2.185 5.825
H -5.327 1.047 -3.217
I 4.315 -0.085 3.430
C 4.884 2.345 1.807
C -3.312 0.783 -2.495
H -2.190 5.730 4.260
H 5.445 4.154 0.818
H 3.427 -6.241 5.447
H -2.291 2.563 -1.724
H -2.378 -3.570 -4.716
H -1.638 0.225 -5.989
H 1.184 -0.775 -3.639
C -0.842 4.106 4.494
H 6.328 0.526 -1.297
H -3.345 -2.119 -4.937
C 5.929 2.415 -0.351
C -1.209 1.038 -5.399
H -4.004 4.634 5.554
Br 5.365 -1.597 0.453
C 0.111 1.720 -3.344
C 2.450 -3.489 4.145
H -2.747 2.699 -3.430
C 5.385 0.273 0.602
H -3.015 -2.545 -1.206
C -2.061 -2.136 -3.138
C -3.045 2.293 -2.465
C -2.365 -2.481 -4.621
H -0.035 4.571 3.941
Br 0.576 0.040 0.986
C -4.434 0.501 -3.533
H -0.453 1.520 -6.024
H 0.803 1.565 5.746
H 2.090 -6.347 4.281
C 2.937 -5.744 4.612
H -3.682 2.386 6.554
C 4.887 0.954 1.716
H -2.961 0.436 -0.354
C -3.194 -2.699 -2.271
S 1.597 -1.986 4.476
H -4.166 -0.655 -1.056
C 3.906 -5.430 3.479
H -3.241 -3.777 -2.441
C -3.060 4.120 5.417
H -1.533 1.207 6.262
H 3.933 -6.213 2.726
H 1.325 0.148 -5.132
C -0.634 2.823 5.102
Pt 1.838 -0.488 2.883
*
```

Calculated values
E_HOMO (alpha / beta) (eV): -18.0622 / -18.0625
Lowest unoccupied orbital energy (alpha / beta) (eV): -15.632 / -15.631
HOMO-LUMO gap (alpha / beta) (Ha): 0.0893 / 0.0894



Record 6
C37H36ClN2P2PdS | ωB97M-V with the def2-TZVPD basis set

```
! wB97M-V def2-TZVPD RIJCOSX def2/J DEFGRID3
* xyz 3 5
C 0.900 -0.968 -3.566
C -2.512 4.144 0.037
C 2.244 2.777 3.402
H 2.628 -4.339 -0.513
C 0.016 -4.039 0.191
H 4.501 -1.912 -4.679
H -3.736 5.813 -0.562
H -3.646 -2.710 -0.390
C -2.480 5.122 -2.182
H -3.592 1.317 0.337
H -0.956 -5.721 1.102
C -4.584 1.217 2.249
C -2.116 1.959 3.348
C -0.733 -5.209 0.168
C 1.276 2.125 2.642
C -1.519 4.190 -2.579
C -2.504 -1.719 0.950
H 0.578 -0.350 -5.600
H 1.479 6.003 2.615
H 3.071 4.671 4.005
H -4.435 -1.948 1.673
C 3.159 -3.560 0.034
H 3.045 -0.243 0.771
C -1.518 3.223 -0.352
C -0.169 -3.857 -2.219
H -0.111 -0.703 -3.245
H -1.732 -6.663 -1.071
C 1.436 4.914 2.608
H 2.890 -0.958 -6.332
S -0.988 -1.173 1.508
H 1.364 2.117 -3.212
C -3.228 1.788 4.176
C 4.982 -2.933 1.512
Pd 0.123 0.127 -0.138
C 1.295 -0.772 -4.892
H 1.198 1.035 2.661
C 0.404 2.867 1.830
N -3.457 -1.828 1.887
H -0.157 4.839 1.143
P -0.852 1.993 0.819
H 2.928 2.177 3.999
H 1.352 1.741 -2.532
H 5.001 -0.847 2.127
H -5.316 1.247 4.279
H -0.271 2.545 -1.952
C 0.504 4.265 1.795
C 0.286 -3.337 -0.994
H -1.149 2.226 3.781
Cl 2.133 1.381 -0.531
C -1.034 3.256 -1.665
H 0.402 -3.674 1.142
H 5.876 -3.197 2.082
H 4.694 -4.920 0.704
C -4.456 1.409 3.630
C 4.312 -3.897 0.748
C 2.317 4.172 3.399
C 2.591 -1.117 -5.295
H -2.933 4.127 1.046
H -1.275 -5.429 -3.190
N -2.821 -2.122 -0.294
C 2.688 -2.234 0.038
C 3.113 -1.805 -3.025
C 4.504 -1.620 1.538
H -2.838 5.870 -2.890
H -5.536 0.909 1.818
H 3.825 -2.205 -2.303
H -3.239 -1.525 2.826
C 3.493 -1.635 -4.360
C -0.914 -5.037 -2.237
H -3.129 1.968 5.253
P 1.216 -1.767 -0.922
C 1.803 -1.497 -2.627
C -1.179 -5.723 -1.050
H -2.110 -2.235 -1.009
C -2.259 1.821 1.959
C -2.980 5.092 -0.877
H -1.139 4.185 -3.598
C -3.493 1.435 1.417
H 0.085 -3.359 -3.157
C 3.382 -1.279 0.791
*
```

Calculated values
E_HOMO (alpha / beta) (eV): -15.5601 / -16.3008
Lowest unoccupied orbital energy (alpha / beta) (eV): -8.361 / -12.838
HOMO-LUMO gap (alpha / beta) (Ha): 0.2646 / 0.1273



Record 7
C2H5N2O2 | ωB97M-V with the def2-TZVPD basis set

```
! wB97M-V def2-TZVPD RIJCOSX def2/J DEFGRID3
* xyz -1 1
N -0.424 0.827 -0.026
H 0.445 0.265 0.257
H -3.361 -0.185 -0.069
C 2.451 -0.627 -0.040
O 2.532 0.388 -0.753
O 1.526 -1.064 0.774
N -2.784 0.479 -0.468
H 3.166 -1.445 -0.073
H -0.237 1.349 -0.939
C -1.672 0.399 0.274
H -1.642 -0.386 1.062
*
```

Calculated values
E_HOMO (eV): -4.6579
Lowest unoccupied orbital energy (eV): 4.346
Energy relative to the best compared isomer or geometry (same formula, charge and spin) (kJ/mol): 76.28
HOMO-LUMO gap (Ha): 0.3309